[1]
Molecular formula: C2H14O4
Method: DFT, wB97M-V/def2-TZVPD

Computed properties:
- Highest occupied orbital energy: -0.4010 Ha
- Relative energy (zero: lowest compared OMol25 entry of this formula, charge and spin): 0.327 eV
- SMILES: CC.O.O.O.O
- Kohn-Sham gap: 11.34 eV

Each line ends with the Löwdin charge.
Atoms and positions in Å:
C1 1.097 -1.564 -1.298  -0.155
C2 -0.256 -1.521 -2.002  -0.158
H1 1.018 -1.414 -0.220  0.039
H2 1.789 -0.806 -1.667  0.062
H3 1.614 -2.512 -1.435  0.064
H4 -0.255 -0.833 -2.847  0.062
H5 -0.559 -2.496 -2.379  0.062
H6 -1.075 -1.165 -1.373  0.052
H7 -0.799 -1.280 1.007  0.034
H8 0.039 -1.667 2.212  0.063
O1 -0.880 -1.543 1.942  -0.047
H9 -1.346 2.926 -0.378  0.039
H10 -0.859 2.287 0.966  -0.002
O2 -0.558 2.694 0.125  -0.077
H11 1.560 1.789 -0.708  0.009
H12 1.920 2.329 0.601  0.021
O3 2.346 1.912 -0.159  -0.078
H13 -1.223 0.301 2.233  0.010
H14 -2.004 1.351 3.110  0.057
O4 -1.567 1.212 2.268  -0.056

=====

[2]
Molecular formula: C40H86AsF6HgN2O14S7
Method: DFT, wB97M-V/def2-TZVPD

Computed properties:
- Net charge: +1
- Highest occupied orbital energy: -0.3646 Ha
- Relative energy (zero: lowest compared OMol25 entry of this formula, charge and spin): 3.250 eV
- Kohn-Sham gap: 3.77 eV

Each line ends with the Löwdin charge.
Atoms and positions in Å:
Hg1 -2.339 -0.055 4.446  1.352
As1 -0.817 0.933 0.201  0.944
F1 0.054 1.702 -1.157  -0.251
F2 -1.928 2.305 0.377  -0.242
F3 -1.550 0.272 1.717  -0.309
F4 0.288 -0.490 0.135  -0.274
F5 0.361 1.750 1.287  -0.270
F6 -1.914 0.058 -0.919  -0.263
C1 5.592 -5.226 2.052  -0.056
C2 4.624 -4.074 1.500  -0.229
N1 3.826 -4.593 0.396  -0.187
C3 3.408 -3.517 -0.548  -0.218
C4 2.365 -2.568 0.062  -0.087
C5 2.782 -5.466 0.886  -0.246
C6 1.892 -6.096 -0.268  -0.057
H1 6.406 -5.387 1.346  0.070
H2 5.119 -6.201 2.175  0.053
H3 5.968 -4.902 3.023  0.062
H4 4.000 -3.748 2.331  0.079
H5 5.236 -3.242 1.150  0.110
H6 4.259 -2.884 -0.797  0.098
H7 3.121 -3.946 -1.508  0.101
H8 1.654 -3.103 0.690  0.061
H9 2.908 -1.796 0.608  0.044
H10 1.709 -2.020 -0.614  0.039
H11 2.157 -4.998 1.646  0.089
H12 3.293 -6.311 1.348  0.097
H13 2.452 -6.574 -1.072  0.080
H14 1.392 -5.220 -0.682  0.034
H15 1.086 -6.758 0.046  0.062
C7 0.406 -4.679 -3.997  -0.073
C8 0.090 -3.333 -3.333  -0.256
N2 0.072 -2.237 -4.313  -0.175
C9 1.418 -1.967 -4.803  -0.241
C10 2.275 -1.224 -3.771  -0.076
C11 -0.745 -1.046 -3.874  -0.217
C12 -0.792 0.112 -4.869  -0.083
H16 1.143 -4.740 -4.798  0.066
H17 -0.528 -5.023 -4.442  0.074
H18 0.757 -5.454 -3.316  0.055
H19 -0.898 -3.446 -2.886  0.098
H20 0.714 -3.021 -2.496  0.081
H21 2.048 -2.793 -5.132  0.106
H22 1.277 -1.498 -5.776  0.113
H23 3.225 -0.973 -4.244  0.077
H24 1.861 -0.305 -3.356  0.060
H25 2.577 -1.814 -2.906  0.044
H26 -0.269 -0.627 -2.987  0.080
H27 -1.771 -1.332 -3.642  0.104
H28 -1.405 0.925 -4.481  0.044
H29 -1.172 -0.095 -5.869  0.084
H30 0.173 0.568 -5.092  0.072
C13 -4.125 1.814 -3.053  -0.209
C14 -4.521 0.715 -4.075  -0.195
C15 -5.343 1.422 -5.170  -0.212
S1 -4.654 3.108 -5.279  0.719
O1 -5.748 4.011 -4.902  -0.341
O2 -3.891 3.238 -6.527  -0.341
C16 -3.515 2.976 -3.862  -0.213
H31 -3.477 1.467 -2.247  0.081
H32 -4.956 2.224 -2.479  0.110
H33 -5.206 -0.049 -3.708  0.102
H34 -3.649 0.228 -4.512  0.096
H35 -6.365 1.632 -4.854  0.097
H36 -5.416 0.858 -6.100  0.109
H37 -3.344 3.978 -3.468  0.100
H38 -2.609 2.698 -4.401  0.073
C17 -2.099 -4.460 0.343  -0.173
C18 -1.471 -5.216 1.535  -0.195
C19 -2.240 -4.848 2.850  -0.167
S2 -2.859 -3.116 2.605  0.761
O3 -2.100 -2.169 3.430  -0.421
O4 -4.320 -3.109 2.596  -0.316
C20 -2.302 -3.070 0.876  -0.224
H39 -3.066 -4.926 0.158  0.128
H40 -1.413 -4.434 -0.504  0.115
H41 -0.467 -4.841 1.732  0.093
H42 -1.267 -6.285 1.468  0.121
H43 -1.590 -4.899 3.724  0.103
H44 -3.131 -5.464 2.975  0.105
H45 -1.350 -2.550 0.982  0.093
H46 -2.920 -2.404 0.273  0.105
C21 0.786 4.794 3.439  -0.184
C22 0.434 5.329 4.853  -0.176
C23 -0.484 4.244 5.530  -0.180
S3 -1.628 3.644 4.196  0.787
O5 -2.904 4.401 4.167  -0.324
O6 -1.641 2.174 4.223  -0.457
C24 -0.565 4.372 2.802  -0.170
H47 1.545 4.014 3.483  0.103
H48 1.259 5.514 2.771  0.115
H49 -0.057 6.301 4.912  0.117
H50 1.381 5.470 5.374  0.115
H51 -1.049 4.416 6.446  0.107
H52 0.173 3.382 5.646  0.061
H53 -1.082 5.275 2.479  0.078
H54 -0.564 3.669 1.969  0.063
C25 5.881 0.881 0.183  -0.212
C26 4.800 0.571 -0.851  -0.218
C27 3.592 1.412 -0.608  -0.224
S4 4.202 3.105 -0.195  0.760
O7 3.553 3.594 1.030  -0.368
O8 4.302 3.947 -1.425  -0.348
C28 5.940 2.405 0.207  -0.180
H55 6.819 0.386 -0.070  0.121
H56 5.674 0.524 1.192  0.099
H57 4.433 -0.451 -0.756  0.101
H58 5.320 0.916 -1.744  0.131
H59 3.078 1.127 0.310  0.074
H60 2.768 1.471 -1.319  0.095
H61 6.272 2.874 1.134  0.099
H62 6.477 2.866 -0.621  0.094
C29 -5.797 -0.014 -0.388  -0.157
C30 -6.138 -1.162 0.641  -0.197
C31 -6.467 -0.487 2.005  -0.172
S5 -5.189 0.850 2.181  0.754
O9 -4.105 0.303 2.980  -0.443
O10 -5.783 2.146 2.548  -0.303
C32 -4.743 0.900 0.392  -0.186
H63 -6.763 0.408 -0.666  0.116
H64 -5.305 -0.307 -1.315  0.093
H65 -5.251 -1.794 0.680  0.075
H66 -6.936 -1.770 0.214  0.119
H67 -6.564 -1.084 2.911  0.104
H68 -7.375 0.102 1.872  0.103
H69 -3.786 0.380 0.447  0.048
H70 -4.641 1.909 -0.008  0.101
C33 3.502 -0.593 3.294  -0.205
C34 3.006 -1.776 4.207  -0.225
C35 2.150 -1.212 5.226  -0.232
S6 1.302 0.230 4.491  0.795
O11 1.583 1.411 5.371  -0.330
O12 -0.015 -0.159 4.055  -0.424
C36 2.406 0.356 2.988  -0.196
H71 3.872 -1.031 2.367  0.090
H72 4.283 -0.063 3.839  0.128
H73 3.850 -2.343 4.600  0.130
H74 2.440 -2.450 3.564  0.106
H75 2.793 -0.737 5.967  0.114
H76 1.471 -1.840 5.803  0.118
H77 2.641 1.395 2.758  0.102
H78 1.818 0.034 2.128  0.072
C37 -0.624 4.582 -2.231  -0.218
C38 0.933 4.732 -2.086  -0.186
C39 1.289 5.680 -0.909  -0.197
S7 -0.151 6.748 -0.664  0.721
O13 0.250 8.079 -1.117  -0.336
O14 -0.849 6.472 0.580  -0.341
C40 -1.202 5.997 -2.004  -0.200
H79 -1.015 3.994 -1.400  0.077
H80 -0.979 4.056 -3.117  0.095
H81 1.215 5.041 -3.092  0.118
H82 1.410 3.756 -1.988  0.081
H83 2.052 6.379 -1.252  0.102
H84 1.544 5.207 0.039  0.080
H85 -1.058 6.607 -2.896  0.100
H86 -2.232 6.066 -1.654  0.097

=====

[3]
Molecular formula: C19H27NOP2Pt
Method: DFT, wB97M-V/def2-TZVPD

Computed properties:
- Net charge: +2
- Highest occupied orbital energy (spin up / spin down): -0.4375 / -0.5512 Ha
- Multiplicity: 5
- Kohn-Sham gap (spin up / spin down): 5.33 / 4.28 eV

Each line ends with the Mulliken spin population.
Atoms and positions in Å:
C1 -0.793 -4.047 -0.668  0.202
C2 -0.437 -2.722 -0.927  0.105
C3 -1.261 -1.725 -0.357  0.104
C4 -2.208 -2.008 0.627  0.211
C5 -2.555 -3.355 0.843  0.288
C6 -1.856 -4.390 0.191  0.065
C7 -2.579 -0.812 1.447  0.016
C8 -3.003 0.308 0.571  0.187
C9 -2.023 0.608 -0.373  0.056
C10 -1.961 1.860 -0.998  -0.004
C11 -3.057 2.704 -0.809  -0.068
C12 -4.103 2.382 0.069  0.106
C13 -4.069 1.188 0.771  -0.034
H1 -0.174 -4.849 -1.089  -0.009
H2 -3.333 -3.570 1.565  -0.009
H3 -2.066 -5.439 0.437  0.008
H4 -3.354 -1.080 2.104  -0.004
H5 -3.055 3.660 -1.341  -0.001
H6 -4.927 3.097 0.215  0.001
H7 -4.830 0.919 1.497  0.000
N1 -0.947 -0.336 -0.436  0.511
Pt1 0.674 0.252 0.580  1.015
C14 0.893 -2.344 -1.490  0.057
H8 0.834 -1.664 -2.338  0.031
H9 1.470 -3.226 -1.777  0.008
C15 -0.685 2.283 -1.642  0.047
H10 -0.376 1.629 -2.457  0.015
H11 -0.706 3.327 -1.946  0.007
P1 1.849 -1.469 -0.156  0.376
P2 0.674 2.196 -0.364  0.374
C16 0.445 3.572 0.743  0.016
H12 1.288 3.587 1.438  -0.002
H13 0.420 4.490 0.144  0.014
H14 -0.481 3.461 1.309  0.003
C17 2.204 2.374 -1.243  0.022
H15 2.266 3.403 -1.588  0.009
H16 3.038 2.162 -0.569  -0.009
H17 2.240 1.686 -2.088  0.003
C18 2.314 -2.639 1.125  0.008
H18 2.857 -3.507 0.731  0.016
H19 2.954 -2.115 1.847  -0.001
H20 1.420 -2.996 1.648  0.003
C19 3.316 -0.773 -0.902  0.018
H21 3.734 0.012 -0.258  0.000
H22 4.094 -1.526 -1.041  0.011
H23 3.068 -0.329 -1.868  -0.001
H24 -1.762 -0.491 2.069  0.026
H25 1.379 0.583 2.012  0.200
O1 4.366 1.658 1.228  0.003
H26 4.836 2.509 1.397  0.001
H27 3.970 1.503 2.117  0.000

=====

[4]
Molecular formula: C4H7FO2S
Method: DFT, wB97M-V/def2-TZVPD

Computed properties:
- Highest occupied orbital energy: -0.3747 Ha
- Relative energy (zero: lowest compared OMol25 entry of this formula, charge and spin): 3.114 eV
- SMILES: C=C(F)S(=O)(=O)CC
- Kohn-Sham gap: 10.65 eV

Each line ends with the Löwdin charge.
Atoms and positions in Å:
C1 3.448 0.723 0.850  0.061
C2 2.585 0.260 -0.054  -0.249
C3 -1.575 -1.112 -0.701  -0.094
C4 -0.248 -0.306 -0.743  -0.307
O1 0.860 -2.353 0.599  -0.350
O2 0.476 -0.240 1.899  -0.373
F1 2.483 0.397 -1.379  0.033
S1 0.819 -0.879 0.592  0.785
H1 3.235 0.677 1.845  0.032
H2 4.353 1.228 0.560  0.073
H3 -1.238 -2.142 -0.359  0.088
H4 -2.194 -0.655 0.047  0.063
H5 -2.064 -0.924 -1.700  0.098
H6 -0.363 0.706 -0.479  0.086
H7 0.312 -0.547 -1.567  0.054

=====

Copy entry 4 word for word.
Molecular formula: C4H7FO2S
Method: DFT, wB97M-V/def2-TZVPD

Computed properties:
- Highest occupied orbital energy: -0.3747 Ha
- Relative energy (zero: lowest compared OMol25 entry of this formula, charge and spin): 3.114 eV
- SMILES: C=C(F)S(=O)(=O)CC
- Kohn-Sham gap: 10.65 eV

Each line ends with the Löwdin charge.
Atoms and positions in Å:
C1 3.448 0.723 0.850  0.061
C2 2.585 0.260 -0.054  -0.249
C3 -1.575 -1.112 -0.701  -0.094
C4 -0.248 -0.306 -0.743  -0.307
O1 0.860 -2.353 0.599  -0.350
O2 0.476 -0.240 1.899  -0.373
F1 2.483 0.397 -1.379  0.033
S1 0.819 -0.879 0.592  0.785
H1 3.235 0.677 1.845  0.032
H2 4.353 1.228 0.560  0.073
H3 -1.238 -2.142 -0.359  0.088
H4 -2.194 -0.655 0.047  0.063
H5 -2.064 -0.924 -1.700  0.098
H6 -0.363 0.706 -0.479  0.086
H7 0.312 -0.547 -1.567  0.054

=====

Please write out number 1 again, unchanged.
Molecular formula: C2H14O4
Method: DFT, wB97M-V/def2-TZVPD

Computed properties:
- Highest occupied orbital energy: -0.4010 Ha
- Relative energy (zero: lowest compared OMol25 entry of this formula, charge and spin): 0.327 eV
- SMILES: CC.O.O.O.O
- Kohn-Sham gap: 11.34 eV

Each line ends with the Löwdin charge.
Atoms and positions in Å:
C1 1.097 -1.564 -1.298  -0.155
C2 -0.256 -1.521 -2.002  -0.158
H1 1.018 -1.414 -0.220  0.039
H2 1.789 -0.806 -1.667  0.062
H3 1.614 -2.512 -1.435  0.064
H4 -0.255 -0.833 -2.847  0.062
H5 -0.559 -2.496 -2.379  0.062
H6 -1.075 -1.165 -1.373  0.052
H7 -0.799 -1.280 1.007  0.034
H8 0.039 -1.667 2.212  0.063
O1 -0.880 -1.543 1.942  -0.047
H9 -1.346 2.926 -0.378  0.039
H10 -0.859 2.287 0.966  -0.002
O2 -0.558 2.694 0.125  -0.077
H11 1.560 1.789 -0.708  0.009
H12 1.920 2.329 0.601  0.021
O3 2.346 1.912 -0.159  -0.078
H13 -1.223 0.301 2.233  0.010
H14 -2.004 1.351 3.110  0.057
O4 -1.567 1.212 2.268  -0.056